Record 1
{
  "formula": "FSn",
  "method": "ωB97M-V with the def2-TZVPD basis set",
  "elements": ["Sn", "F"],
  "coordinates": [[-1.354, 0.417, 0.472], [1.354, -0.417, -0.472]],
  "lowdin_charge": [1.9768, 0.0232],
  "e_homo_ha": [-0.9669, -0.9299],
  "total_charge": 2,
  "gap_ev": [11.82, 10.62],
  "spin_multiplicity": 2,
  "e_tot_ev": -8522.093,
  "e_lumo_ev": [-14.49, -14.69]
}

=====

Record 2
{
  "formula": "C36H39IN6O2PS2Yb",
  "method": "ωB97M-V with the def2-TZVPD basis set",
  "elements": ["Yb", "C", "C", "C", "C", "C", "C", "P", "C", "C", "C", "C", "C", "C", "C", "C", "C", "C", "C", "C", "H", "H", "H", "H", "H", "H", "H", "H", "H", "H", "H", "H", "H", "H", "N", "C", "O", "C", "I", "H", "H", "H", "H", "N", "S", "C", "C", "C", "C", "C", "C", "C", "C", "C", "C", "C", "C", "H", "H", "H", "H", "H", "H", "H", "H", "H", "H", "H", "N", "C", "N", "O", "H", "H", "H", "H", "S", "C", "N", "C", "C", "N", "H", "H", "H", "H", "H", "H"],
  "coordinates": [[-0.030, -0.854, -0.278], [-3.058, -0.338, 5.599], [-1.668, -0.349, 5.667], [-0.921, 0.073, 4.578], [-1.552, 0.526, 3.414], [-2.943, 0.540, 3.358], [-3.690, 0.104, 4.447], [-0.515, 0.931, 1.987], [0.609, 2.255, 2.527], [0.343, 3.121, 3.583], [1.240, 4.130, 3.902], [2.413, 4.284, 3.176], [2.694, 3.416, 2.127], [1.797, 2.408, 1.806], [-1.568, 1.669, 0.716], [-2.331, 2.830, 0.890], [-3.065, 3.320, -0.173], [-3.048, 2.648, -1.398], [-2.284, 1.501, -1.558], [-1.502, 0.977, -0.509], [-3.643, -0.662, 6.448], [-1.170, -0.683, 6.567], [0.162, 0.059, 4.635], [-3.448, 0.881, 2.464], [-4.770, 0.121, 4.395], [-0.565, 3.009, 4.164], [1.023, 4.800, 4.724], [3.111, 5.067, 3.435], [3.620, 3.513, 1.575], [2.029, 1.722, 0.995], [-2.347, 3.349, 1.842], [-3.655, 4.220, -0.057], [-3.637, 3.030, -2.222], [-2.291, 1.006, -2.524], [2.613, -0.566, 3.000], [2.227, -1.504, 2.142], [1.832, -1.224, 0.997], [2.281, -2.929, 2.608], [4.261, -3.682, 2.440], [2.620, 0.405, 2.718], [3.038, -0.818, 3.877], [1.635, -3.536, 1.983], [1.998, -3.024, 3.653], [-1.267, -2.417, -1.498], [-0.891, -3.195, -2.868], [-1.239, -2.195, -4.282], [-2.012, -2.789, -5.267], [-2.351, -2.052, -6.396], [-1.922, -0.741, -6.514], [-1.151, -0.152, -5.512], [-0.802, -0.875, -4.388], [0.887, -3.142, -2.790], [1.633, -3.051, -3.959], [3.016, -3.033, -3.874], [3.648, -3.101, -2.641], [2.897, -3.204, -1.481], [1.509, -3.239, -1.549], [-2.227, -2.647, -1.261], [-2.347, -3.813, -5.160], [-2.948, -2.501, -7.176], [-2.185, -0.168, -7.393], [-0.818, 0.871, -5.618], [-0.178, -0.424, -3.623], [1.149, -2.975, -4.922], [3.600, -2.954, -4.781], [4.728, -3.077, -2.585], [3.384, -3.260, -0.518], [0.929, -3.398, -0.644], [-1.859, -4.256, 1.151], [-1.594, -3.120, 1.818], [-2.186, -2.906, 2.997], [-0.773, -2.289, 1.355], [-2.521, -4.939, 1.474], [-1.452, -4.357, 0.237], [-2.879, -3.529, 3.374], [-2.028, -2.022, 3.458], [1.997, 0.247, -1.861], [1.861, 1.965, -1.886], [0.790, 2.721, -1.728], [1.088, 4.149, -1.823], [2.621, 4.162, -2.019], [2.933, 2.735, -2.082], [-0.113, 2.333, -1.488], [0.781, 4.667, -0.915], [0.562, 4.584, -2.673], [3.137, 4.627, -1.179], [2.916, 4.670, -2.936], [3.833, 2.341, -2.294]],
  "lowdin_charge": [1.4117, -0.0704, -0.0719, -0.1168, -0.3865, -0.0826, -0.0677, 1.0380, -0.3630, -0.0724, -0.0541, -0.0603, -0.0746, -0.1450, -0.4571, -0.0888, -0.0652, -0.0707, -0.1528, -0.3310, 0.1135, 0.1129, 0.0989, 0.1048, 0.1142, 0.1117, 0.1158, 0.1140, 0.1087, 0.0766, 0.1128, 0.1117, 0.1094, 0.0814, 0.2279, -0.6345, -0.1969, -0.5689, 0.9175, 0.0943, 0.1291, 0.0439, 0.0588, -0.4360, 1.0896, -0.4299, -0.0756, -0.0477, -0.0435, -0.0514, -0.0913, -0.4047, -0.0595, -0.0374, -0.0467, -0.0759, -0.1557, 0.0152, 0.1127, 0.1189, 0.1180, 0.1153, 0.0609, 0.1209, 0.1226, 0.1211, 0.0583, 0.0785, 0.2028, -0.5979, 0.2306, -0.1608, 0.1250, 0.0940, 0.1292, 0.0804, 0.6354, -0.8005, 0.0610, -0.0931, -0.1005, 0.0311, 0.0804, 0.1230, 0.1249, 0.1158, 0.1242, 0.1422],
  "e_homo_ha": [-0.4821, -0.4820],
  "total_charge": 2,
  "de_lowest_ev": 0.0000,
  "gap_ev": [8.74, 8.49],
  "spin_multiplicity": 2,
  "e_tot_ev": -121582.359,
  "e_lumo_ev": [-4.38, -4.62]
}

=====

Record 3
{
  "formula": "C14H36N10O19S2",
  "method": "ωB97M-V with the def2-TZVPD basis set",
  "elements": ["N", "C", "N", "N", "C", "C", "C", "C", "C", "O", "S", "O", "O", "O", "C", "O", "S", "H", "H", "H", "H", "H", "H", "H", "H", "H", "H", "H", "H", "H", "H", "H", "C", "N", "O", "O", "H", "H", "H", "C", "N", "O", "O", "H", "H", "H", "C", "N", "O", "O", "H", "H", "H", "C", "N", "O", "O", "H", "H", "H", "C", "N", "O", "O", "H", "H", "H", "C", "N", "O", "O", "H", "H", "H", "C", "N", "O", "O", "H", "H", "H"],
  "coordinates": [[5.023, -1.877, -0.513], [4.485, -1.380, -1.674], [5.171, -0.121, -2.241], [3.293, -1.918, -2.429], [2.585, -3.040, -1.704], [1.893, -3.987, -2.898], [0.611, -4.862, -2.371], [-0.608, -3.984, -1.714], [-1.497, -3.125, -2.812], [-1.238, -3.300, -4.250], [-0.965, -1.702, -4.878], [0.483, -1.178, -4.590], [-1.233, -1.462, -6.393], [-1.875, -0.728, -3.776], [-1.749, -1.517, -2.517], [-0.702, -0.858, -1.695], [-3.492, -1.256, -1.780], [5.857, -1.273, -0.262], [4.463, 0.339, -2.856], [5.243, 0.527, -1.400], [3.591, -2.257, -3.372], [1.785, -2.613, -0.964], [3.278, -3.765, -1.102], [1.707, -3.371, -3.878], [2.744, -4.778, -3.173], [0.142, -5.479, -3.278], [0.985, -5.696, -1.604], [-0.277, -3.301, -0.799], [-1.367, -4.774, -1.241], [-2.605, -3.547, -2.672], [-1.222, -0.429, -0.946], [-3.490, -1.877, -0.500], [-0.845, 2.162, -3.492], [0.188, 2.891, -2.707], [1.165, 3.328, -3.326], [-0.012, 3.004, -1.492], [-0.541, 2.140, -4.540], [-0.913, 1.150, -3.088], [-1.788, 2.701, -3.375], [3.069, -2.904, 2.621], [2.019, -3.779, 2.034], [1.922, -4.927, 2.483], [1.323, -3.289, 1.137], [3.603, -3.462, 3.394], [3.748, -2.616, 1.816], [2.570, -2.033, 3.050], [-2.603, 1.211, 2.494], [-3.031, 0.653, 1.183], [-2.338, 0.929, 0.197], [-4.051, -0.046, 1.181], [-1.697, 1.803, 2.347], [-3.416, 1.837, 2.867], [-2.410, 0.370, 3.163], [0.697, 1.308, 3.934], [1.046, -0.126, 3.746], [2.174, -0.485, 4.103], [0.179, -0.850, 3.245], [1.549, 1.824, 4.381], [0.468, 1.723, 2.950], [-0.171, 1.352, 4.595], [-7.726, 0.787, 0.789], [-7.328, 1.014, 2.205], [-7.076, 0.015, 2.889], [-7.279, 2.188, 2.589], [-7.726, -0.287, 0.590], [-8.726, 1.204, 0.657], [-6.996, 1.296, 0.156], [4.738, 3.213, 6.597], [3.678, 2.682, 5.697], [2.565, 3.216, 5.757], [3.995, 1.743, 4.957], [4.322, 4.032, 7.188], [5.062, 2.395, 7.244], [5.556, 3.569, 5.967], [-0.838, 6.265, -1.579], [-2.178, 6.851, -1.852], [-2.741, 7.437, -0.920], [-2.627, 6.705, -2.995], [-0.569, 6.468, -0.540], [-0.905, 5.190, -1.757], [-0.127, 6.737, -2.260]],
  "lowdin_charge": [0.0493, -0.3729, 0.0260, -0.0125, -0.2117, -0.1714, -0.1875, -0.1147, -0.2570, -0.2029, 0.9203, -0.3263, -0.2962, -0.2640, -0.6808, -0.0615, 0.8061, 0.0433, 0.0667, 0.0835, 0.1189, 0.0950, 0.1165, 0.0955, 0.1211, 0.1228, 0.1307, 0.1075, 0.1321, 0.1371, 0.0692, -0.0632, 0.0530, -0.4137, 0.0590, 0.0220, 0.1077, 0.0650, 0.1094, 0.0435, -0.3976, 0.0502, 0.0087, 0.1009, 0.0801, 0.0470, 0.0512, -0.3878, 0.0154, 0.0241, 0.0809, 0.1090, 0.1008, 0.0461, -0.3851, 0.0438, 0.0585, 0.0528, 0.0986, 0.1072, 0.0347, -0.4278, 0.0491, 0.0424, 0.0968, 0.1011, 0.0997, 0.0448, -0.4076, 0.0428, 0.0615, 0.0977, 0.1048, 0.1045, 0.0413, -0.4265, 0.0496, 0.0460, 0.0990, 0.0697, 0.1069],
  "e_homo_ha": -0.3373,
  "gap_ev": 8.43,
  "smiles": "[H]/N=C(\\N)NCCCC[C@@H]1OS(=O)(=O)O[C@@]1(O)S.C[N+](=O)[O-].C[N+](=O)[O-].C[N+](=O)[O-].C[N+](=O)[O-].C[N+](=O)[O-].C[N+](=O)[O-].C[N+](=O)[O-]",
  "e_tot_ev": -90549.072,
  "e_lumo_ev": -0.74
}

=====

Record 4
{
  "formula": "C36H45N3O6SSiTi",
  "method": "ωB97M-V with the def2-TZVPD basis set",
  "elements": ["Ti", "O", "C", "O", "C", "C", "C", "N", "C", "C", "C", "C", "C", "C", "C", "N", "C", "C", "C", "C", "C", "N", "H", "H", "H", "H", "H", "H", "H", "H", "H", "H", "C", "C", "C", "C", "O", "Si", "S", "O", "C", "C", "C", "C", "O", "C", "C", "C", "C", "H", "H", "H", "H", "H", "H", "H", "H", "H", "H", "H", "H", "H", "H", "H", "H", "H", "H", "H", "H", "H", "H", "H", "H", "H", "H", "H", "C", "C", "O", "C", "C", "C", "C", "C", "C", "H", "H", "H", "H", "H", "H", "H", "H"],
  "coordinates": [[0.503, 0.681, 0.042], [4.562, 0.979, 4.018], [5.270, 2.021, 3.730], [6.133, 2.728, 4.080], [4.192, 1.761, 2.742], [2.927, 2.491, 2.853], [1.925, 2.226, 1.982], [2.048, 1.314, 0.960], [3.296, 0.792, 0.695], [4.367, 0.997, 1.502], [3.273, 0.012, -0.550], [4.397, -0.393, -1.269], [4.224, -1.049, -2.475], [2.933, -1.295, -2.930], [1.865, -0.878, -2.155], [2.025, -0.245, -0.992], [0.588, 2.830, 2.012], [0.222, 3.927, 2.790], [-1.083, 4.382, 2.730], [-1.987, 3.739, 1.889], [-1.548, 2.667, 1.131], [-0.294, 2.216, 1.194], [2.813, 3.187, 3.669], [5.330, 0.555, 1.308], [5.385, -0.167, -0.905], [5.075, -1.357, -3.063], [2.762, -1.784, -3.875], [0.840, -1.058, -2.466], [0.944, 4.404, 3.433], [-1.391, 5.219, 3.337], [-3.012, 4.067, 1.829], [-2.209, 2.140, 0.446], [1.683, -1.630, 2.400], [0.208, -1.234, 2.499], [-0.621, -2.455, 2.889], [-0.014, -0.136, 3.541], [-0.209, -0.704, 1.198], [-1.147, -1.653, 0.061], [-1.378, -0.022, -1.258], [-2.504, -2.290, 0.609], [-3.916, -2.013, 0.420], [-4.199, -0.559, 0.781], [-4.661, -2.958, 1.356], [-4.271, -2.286, -1.037], [0.005, -2.713, -0.333], [0.001, -3.995, -1.007], [-0.727, -5.026, -0.151], [1.470, -4.384, -1.175], [-0.689, -3.839, -2.357], [1.963, -2.220, 3.268], [2.332, -0.757, 2.371], [1.841, -2.231, 1.504], [-0.285, -2.824, 3.854], [-0.503, -3.253, 2.164], [-1.675, -2.202, 2.968], [0.171, -0.536, 4.533], [-1.048, 0.212, 3.496], [0.661, 0.705, 3.395], [-3.795, -0.330, 1.766], [-5.270, -0.384, 0.794], [-3.748, 0.104, 0.046], [-4.408, -2.750, 2.392], [-4.408, -3.991, 1.137], [-5.731, -2.828, 1.227], [-3.685, -1.645, -1.692], [-5.324, -2.084, -1.204], [-4.074, -3.324, -1.290], [-0.201, -5.197, 0.785], [-0.779, -5.970, -0.685], [-1.736, -4.691, 0.067], [1.960, -4.446, -0.206], [2.000, -3.654, -1.783], [1.538, -5.354, -1.655], [-1.716, -3.517, -2.209], [-0.691, -4.786, -2.888], [-0.179, -3.100, -2.970], [1.013, 4.374, -1.149], [0.452, 3.170, -1.850], [0.654, 2.038, -1.346], [-0.309, 3.328, -3.071], [-0.623, 4.598, -3.593], [-1.472, 4.712, -4.673], [-2.018, 3.578, -5.264], [-1.677, 2.316, -4.795], [-0.823, 2.189, -3.723], [1.545, 4.061, -0.249], [0.231, 5.081, -0.878], [1.712, 4.888, -1.808], [-0.217, 5.491, -3.146], [-1.722, 5.687, -5.060], [-2.709, 3.679, -6.086], [-2.088, 1.436, -5.266], [-0.558, 1.209, -3.354]],
  "lowdin_charge": [0.9611, 0.1889, -0.4718, 0.2122, -0.2121, 0.1157, -0.2248, -0.0412, -0.2026, 0.1152, -0.1557, 0.0458, 0.0080, -0.0107, -0.1028, 0.0125, -0.2039, 0.0424, 0.0049, -0.0002, -0.0773, 0.0070, 0.1385, 0.1380, 0.1276, 0.1306, 0.1272, 0.0821, 0.1288, 0.1301, 0.1245, 0.1008, 0.0192, -0.5529, -0.0081, 0.0140, -0.3067, -0.0225, 0.5975, -0.1330, -0.6144, -0.0313, -0.0073, -0.0214, -0.1389, -0.6011, -0.0081, -0.0025, -0.0044, 0.1113, 0.0702, 0.0920, 0.1136, 0.0757, 0.0929, 0.1108, 0.1022, 0.0661, 0.0918, 0.1010, 0.0334, 0.0902, 0.0922, 0.0990, 0.0536, 0.1017, 0.0919, 0.0923, 0.1019, 0.0790, 0.0916, 0.0650, 0.1011, 0.0759, 0.1039, 0.0799, 0.0382, -0.2743, -0.1497, -0.1434, 0.0052, -0.0369, -0.0185, -0.0364, -0.0213, 0.0845, 0.1087, 0.1166, 0.1182, 0.1204, 0.1229, 0.1191, 0.0500],
  "e_homo_ha": -0.4930,
  "total_charge": 2,
  "de_lowest_ev": 0.0000,
  "gap_ev": 6.44,
  "e_tot_ev": -96640.215,
  "e_lumo_ev": -6.98
}